1.
Below is the molecule C2H5ISi in a non-equilibrium geometry, with properties calculated with ωB97M-V with the def2-TZVPD basis set.

```
9
Properties=species:S:1:pos:R:3:lowdin_charge:R:1
C -0.004 1.135 0.109 -0.143
C 0.046 -1.091 0.302 -0.186
Si 1.173 -0.053 -0.740 0.000
I 3.491 -0.057 0.063 0.387
H -1.012 1.560 0.065 0.013
H 0.507 1.443 1.009 -0.021
H 0.309 -1.638 1.241 0.026
H -0.854 -1.244 -0.354 0.015
H 1.227 -0.291 -2.112 -0.091
```

Computed properties:
frontier orbital gap: 9.177 eV
net charge: 0
energy above the lowest of the compared OMol25 structures with the same formula, charge and spin: 169.6 kJ/mol
HOMO: -8.89 eV
spin multiplicity: 1
strongest force on any atom: 2.808 eV Å⁻¹

---

2.
Below is a structure of composition C2H5LiO2Rh in a non-equilibrium geometry, with properties calculated with ωB97M-V with the def2-TZVPD basis set.

```
11
Properties=species:S:1:pos:R:3:lowdin_charge:R:1
O -1.200 1.247 0.672 -0.477
C -0.993 -0.070 0.747 -0.220
C -0.464 -0.901 -0.154 0.213
Li -2.919 1.825 0.959 0.837
Rh 0.091 2.372 -0.131 1.179
H -1.146 -1.811 -0.008 0.176
H -1.490 -0.798 1.482 0.184
H -0.017 -0.485 -1.057 0.108
H 2.077 -0.476 -0.345 -0.019
O 2.872 -0.125 -0.768 -0.047
H 3.192 -0.777 -1.397 0.065
```

Computed properties:
frontier orbital gap (spin up / spin down): 6.563 / 4.726 eV
net charge: +2
energy above the lowest of the compared OMol25 structures with the same formula, charge and spin: 225.1 kJ/mol
HOMO (spin up / spin down): -15.82 / -18.23 eV
spin multiplicity: 6
strongest force on any atom: 7.001 eV Å⁻¹

---

3.
Below is a cluster of 2 separate species, C2H5N in total, with properties calculated with ωB97M-V with the def2-TZVPD basis set.

```
8
Properties=species:S:1:pos:R:3:lowdin_charge:R:1
C 0.030 -2.185 -1.199 -0.089
C 0.263 1.143 1.295 -0.051
N -0.463 -1.886 -2.204 0.034
H -0.645 0.571 1.423 0.011
H 0.078 2.179 1.544 0.010
H 0.595 1.070 0.266 0.007
H 1.031 0.746 1.945 0.013
H -0.889 -1.639 -3.070 0.066
```

Computed properties:
frontier orbital gap: 12.855 eV
net charge: 0
energy above the lowest of the compared OMol25 structures with the same formula, charge and spin: 76.6 kJ/mol
HOMO: -11.67 eV
spin multiplicity: 1
strongest force on any atom: 0.572 eV Å⁻¹

---

4.
Below is a structure of composition C2H5N in a non-equilibrium geometry, with properties calculated with ωB97M-V with the def2-TZVPD basis set.

```
8
Properties=species:S:1:pos:R:3:lowdin_charge:R:1
C -0.458 -0.313 -0.120 -0.346
C 0.865 0.362 -0.013 -0.102
N -1.574 0.143 0.304 0.062
H -0.298 -1.227 -0.789 0.114
H 1.495 0.002 1.175 0.186
H 1.014 1.316 0.315 0.004
H 1.384 0.083 -0.879 0.030
H -2.429 -0.367 0.008 0.052
```

Computed properties:
frontier orbital gap: 10.879 eV
net charge: 0
energy above the lowest of the compared OMol25 structures with the same formula, charge and spin: 139.3 kJ/mol
HOMO: -9.88 eV
spin multiplicity: 1
strongest force on any atom: 5.788 eV Å⁻¹

---

5.
Below is the molecule C2H5N in a non-equilibrium geometry, with properties calculated with ωB97M-V with the def2-TZVPD basis set.

```
8
Properties=species:S:1:pos:R:3:lowdin_charge:R:1
C -0.327 0.364 -0.678 -0.322
C 0.431 -0.313 0.732 -0.047
N -1.574 0.424 -0.676 0.084
H 0.561 0.391 -1.418 0.120
H 1.375 0.053 0.904 0.014
H 0.221 -1.424 0.655 0.072
H -0.078 -0.087 1.607 0.011
H -2.038 0.546 -1.550 0.066
```

Computed properties:
frontier orbital gap (spin up / spin down): 6.634 / 8.539 eV
net charge: 0
energy above the lowest of the compared OMol25 structures with the same formula, charge and spin: 96.5 kJ/mol
HOMO (spin up / spin down): -5.27 / -10.98 eV
spin multiplicity: 3
strongest force on any atom: 8.422 eV Å⁻¹

---

6.
Below is a cluster of 2 separate species, C2H5N2O in total in a non-equilibrium geometry, with properties calculated with ωB97M-V with the def2-TZVPD basis set.

```
10
Properties=species:S:1:pos:R:3:lowdin_charge:R:1
C -1.364 -0.209 -0.745 -0.183
C 2.442 0.257 1.020 -0.114
N -0.236 -0.374 -0.663 0.333
N -2.620 -0.146 -0.876 0.216
O 1.649 0.762 0.239 0.040
H 2.276 -0.773 1.413 0.138
H 3.294 0.742 1.513 0.127
H 0.692 0.178 -0.593 0.073
H -3.171 -0.935 -1.214 0.169
H -2.962 0.499 -0.094 0.202
```

Computed properties:
frontier orbital gap (spin up / spin down): 7.437 / 9.195 eV
net charge: +1
energy above the lowest of the compared OMol25 structures with the same formula, charge and spin: 138.9 kJ/mol
HOMO (spin up / spin down): -11.48 / -16.81 eV
spin multiplicity: 3
strongest force on any atom: 4.808 eV Å⁻¹

---

7.
Below is a cluster of 2 separate species, C2H5N2O2 in total in a non-equilibrium geometry, with properties calculated with ωB97M-V with the def2-TZVPD basis set.

```
11
Properties=species:S:1:pos:R:3:lowdin_charge:R:1
N 0.460 -0.452 0.568 0.027
C 1.787 -0.350 0.457 -0.481
N 2.656 -1.189 0.908 -0.021
H -0.044 -1.332 0.556 0.075
H -0.327 0.148 -0.069 0.033
H 2.088 0.529 -0.124 0.099
H 3.598 -0.823 0.919 -0.022
O -1.304 0.881 -0.659 -0.113
C -2.559 0.851 -0.797 -0.602
O -3.396 0.090 -0.302 -0.086
H -2.960 1.647 -1.457 0.091
```

Computed properties:
frontier orbital gap: 8.909 eV
net charge: -1
energy above the lowest of the compared OMol25 structures with the same formula, charge and spin: 65.3 kJ/mol
HOMO: -4.69 eV
spin multiplicity: 1
strongest force on any atom: 2.976 eV Å⁻¹

---

8.
Below is a cluster of 2 separate species, C2H5N2O2 in total in a non-equilibrium geometry, with properties calculated with ωB97M-V with the def2-TZVPD basis set.

```
11
Properties=species:S:1:pos:R:3:lowdin_charge:R:1
C -0.476 -1.437 0.362 -0.053
C 0.609 -1.522 -0.527 0.059
N -0.617 0.955 0.095 -0.144
N -1.374 1.992 0.304 0.198
O -1.267 -1.639 1.153 0.340
O 0.367 1.131 -0.584 -0.011
H 0.293 -1.654 -1.502 0.113
H 1.386 -2.119 -0.103 0.137
H 0.945 -0.426 -0.556 0.106
H -0.878 2.788 -0.056 0.136
H -2.280 2.075 0.631 0.117
```

Computed properties:
frontier orbital gap: 10.238 eV
net charge: +1
energy above the lowest of the compared OMol25 structures with the same formula, charge and spin: 254.9 kJ/mol
HOMO: -15.06 eV
spin multiplicity: 1
strongest force on any atom: 4.315 eV Å⁻¹

---

9.
Below is the molecule C2H5N2O2P in a non-equilibrium geometry, with properties calculated with ωB97M-V with the def2-TZVPD basis set.

```
12
Properties=species:S:1:pos:R:3:lowdin_charge:R:1
C 1.206 -1.834 -1.373 -0.003
C 0.968 -1.115 -0.286 -0.231
N 0.665 -0.402 0.664 0.003
P -0.513 0.838 0.524 0.351
N -1.320 0.864 -0.738 -0.151
O 0.306 2.173 1.077 -0.140
O -1.282 0.447 1.810 -0.163
H 2.154 -2.055 -1.842 0.046
H 0.547 -2.673 -1.706 0.071
H -1.206 1.471 -1.608 0.048
H 0.781 1.743 1.753 0.014
H -2.308 0.543 1.724 0.155
```

Computed properties:
frontier orbital gap: 9.695 eV
net charge: 0
energy above the lowest of the compared OMol25 structures with the same formula, charge and spin: 40.8 kJ/mol
HOMO: -9.05 eV
spin multiplicity: 1
SMILES: C=C=NP(=N)(O)O
strongest force on any atom: 4.301 eV Å⁻¹

---

10.
Below is the ion C2H5N2O2S with charge +1 in a non-equilibrium geometry, with properties calculated with ωB97M-V with the def2-TZVPD basis set.

```
12
Properties=species:S:1:pos:R:3:lowdin_charge:R:1
C -0.782 -0.161 0.461 -0.309
N 0.381 -0.606 -0.399 0.175
C 1.387 0.643 -0.344 -0.430
N 0.728 1.811 -0.426 -0.201
S -0.876 1.708 0.287 0.991
O 2.471 0.378 1.021 -0.016
O 2.673 0.427 -0.402 0.028
H -1.777 -0.574 0.342 0.104
H -0.544 -0.425 1.495 0.106
H 0.827 -1.333 0.139 0.176
H 0.107 -0.883 -1.290 0.159
H 1.424 2.657 -0.385 0.216
```

Computed properties:
frontier orbital gap: 9.383 eV
net charge: +1
energy above the lowest of the compared OMol25 structures with the same formula, charge and spin: 357.1 kJ/mol
HOMO: -13.96 eV
spin multiplicity: 1
SMILES: C1[NH2+]C2(NS1)OO2
strongest force on any atom: 4.312 eV Å⁻¹

---

11.
Below is the molecule C2H5N2OP in a non-equilibrium geometry, with properties calculated with ωB97M-V with the def2-TZVPD basis set.

```
11
Properties=species:S:1:pos:R:3:lowdin_charge:R:1
N -1.792 -0.826 0.192 0.143
C -1.836 0.179 -0.692 -0.846
O -2.932 0.602 -1.039 -0.047
P -0.498 0.923 -1.524 1.094
C 0.744 1.019 -0.066 -0.440
N 0.993 -0.263 -0.719 -0.169
H -2.614 -1.189 0.584 0.095
H -0.973 -1.375 0.269 0.070
H 0.510 0.812 0.900 0.025
H 1.625 1.594 -0.012 0.051
H 1.895 -0.171 -1.166 0.024
```

Computed properties:
frontier orbital gap: 9.802 eV
net charge: 0
energy above the lowest of the compared OMol25 structures with the same formula, charge and spin: 160.4 kJ/mol
HOMO: -9.63 eV
spin multiplicity: 1
SMILES: NC(=O)P1CN1
strongest force on any atom: 4.749 eV Å⁻¹

---

12.
Below is the ion C2H5N2S3 with charge +1 in a non-equilibrium geometry, with properties calculated with ωB97M-V with the def2-TZVPD basis set.

```
12
Properties=species:S:1:pos:R:3:lowdin_charge:R:1
N -0.548 2.064 -0.683 0.147
C 0.380 1.167 -0.245 -0.659
N 0.007 -0.005 0.193 -0.031
C 0.943 -0.974 0.497 -0.716
S 0.926 -2.351 -0.831 0.734
S 2.813 -0.058 0.473 0.524
S 2.059 1.598 -0.470 0.700
H -1.367 2.211 -0.131 0.126
H -0.359 2.929 -1.113 0.105
H -0.905 -0.307 0.367 0.161
H 0.671 -1.455 1.345 0.041
H 0.867 -3.475 -0.104 -0.133
```

Computed properties:
frontier orbital gap: 8.569 eV
net charge: +1
energy above the lowest of the compared OMol25 structures with the same formula, charge and spin: 37.3 kJ/mol
HOMO: -13.02 eV
spin multiplicity: 1
SMILES: [NH2+]=C1N[C@@H](S)SS1
strongest force on any atom: 5.275 eV Å⁻¹